(1)
{
  "formula": "C8H16N5O",
  "method": "the ωB97M-V functional and the def2-TZVPD basis",
  "elements": ["H", "N", "N", "C", "N", "N", "C", "C", "C", "N", "C", "C", "O", "C", "C", "H", "H", "H", "H", "H", "H", "H", "H", "H", "H", "H", "H", "H", "H", "H"],
  "xyz": [[0.914, 0.414, -1.951], [0.028, 0.431, -1.520], [0.042, 1.087, -0.463], [-1.181, 1.664, -0.082], [-2.342, 1.189, -0.415], [-2.657, 0.103, -1.018], [-2.049, -1.231, -0.933], [-2.897, -2.384, -1.202], [-3.576, -2.530, -2.341], [1.143, 1.290, 0.351], [0.965, 1.666, 1.765], [1.993, 0.866, 2.672], [3.250, 0.705, 2.112], [3.247, 0.212, 0.826], [2.540, 1.074, -0.139], [-1.080, 2.285, 0.728], [-3.647, 0.100, -1.368], [-1.303, -1.321, -1.847], [-1.482, -1.259, 0.019], [-2.876, -3.251, -0.580], [-4.265, -3.366, -2.376], [-3.330, -1.976, -3.248], [-0.049, 1.320, 2.053], [1.127, 2.718, 1.997], [2.144, 1.421, 3.562], [1.612, -0.226, 2.900], [2.751, -0.777, 0.858], [4.404, -0.048, 0.553], [3.167, 2.083, -0.069], [2.609, 0.764, -1.137]],
  "forces_ev_per_a": [[1.643, -0.797, -0.298], [-0.869, 0.922, -0.834], [1.352, -0.623, 1.232], [-0.569, -2.721, -0.172], [-0.117, 0.978, -0.198], [-1.943, -0.769, -0.661], [3.498, 0.935, -1.667], [-1.483, -0.370, -0.938], [0.464, -0.406, 0.246], [0.117, 0.302, -0.920], [0.133, -1.376, 0.665], [-1.482, -2.429, -0.990], [0.879, 1.381, 0.209], [2.600, -3.446, -0.235], [0.725, 3.807, 1.496], [-0.294, 2.009, 1.167], [1.190, -0.025, 0.798], [-0.618, 0.554, 1.986], [-0.249, -0.201, -0.576], [-0.343, 0.029, 1.159], [0.203, -0.001, -0.524], [-0.684, 0.365, 0.294], [0.728, 0.467, 0.127], [-0.231, 0.195, -0.566], [-0.131, 0.310, 0.963], [0.177, 2.051, -0.279], [0.059, -0.009, -0.168], [-2.869, 1.034, 0.343], [-1.750, -1.508, -0.378], [-0.136, -0.656, -1.280]],
  "orbital_gap_ev": [7.80, 7.79],
  "e_above_lowest_ev": 6.6613,
  "smiles": "[H]/N=[N+](/C=N\\NCC=C)N1CCOCC1",
  "total_energy_ha": -662.95449,
  "homo_energy_ev": [-12.618, -12.616],
  "charge": 1
}

---

(2)
{
  "formula": "C8H16NO3S",
  "method": "the ωB97M-V functional and the def2-TZVPD basis",
  "elements": ["C", "C", "C", "C", "C", "C", "C", "C", "N", "O", "O", "O", "S", "H", "H", "H", "H", "H", "H", "H", "H", "H", "H", "H", "H", "H", "H", "H", "H"],
  "xyz": [[-0.569, 2.157, 0.972], [0.348, 0.928, 0.982], [-1.117, -1.104, 0.786], [-0.686, 2.840, -0.386], [-0.492, 0.380, -1.983], [0.225, -1.559, 0.364], [0.186, -2.652, -0.707], [2.538, -1.697, 1.105], [-0.162, -0.186, 0.213], [-2.792, 1.126, -0.896], [-1.777, 2.480, -2.700], [1.161, -1.832, 1.371], [-1.647, 1.720, -1.501], [-1.522, 2.003, 1.341], [-0.063, 2.949, 1.643], [1.400, 1.243, 0.498], [0.492, 0.659, 1.944], [-2.018, -1.455, 0.396], [-1.067, -0.885, 1.845], [-1.528, 3.694, -0.311], [0.163, 3.157, -0.874], [0.639, 0.503, -2.035], [-0.923, -0.573, -2.044], [0.346, -3.588, -0.276], [1.122, -2.476, -1.263], [-0.761, -2.728, -1.374], [2.798, -2.549, 0.311], [2.971, -1.802, 2.021], [2.735, -0.756, 0.559]],
  "forces_ev_per_a": [[3.372, 2.177, -0.169], [1.766, 2.315, -3.885], [1.867, 0.627, 3.124], [-5.285, -0.854, 1.308], [2.006, 1.035, 4.673], [0.078, -2.840, 1.139], [0.252, 2.483, -2.318], [-1.131, -1.416, -5.418], [-0.776, 1.180, -4.658], [0.339, -0.347, 0.572], [-0.179, -0.070, -0.736], [-2.080, 0.753, 0.228], [1.315, 1.318, -1.008], [-1.896, -0.656, 0.914], [-0.762, -1.366, -0.722], [-2.238, -0.761, 1.179], [0.704, -1.198, 3.204], [-1.161, -0.064, -1.059], [-0.894, -0.261, 0.351], [2.093, -1.624, -0.299], [1.883, 0.695, -1.076], [-1.762, 0.121, -0.625], [-0.653, -1.235, -1.040], [-0.081, -1.382, 1.208], [-0.588, -0.330, -0.728], [1.738, 0.482, 1.125], [0.132, 1.573, 1.972], [1.696, -0.221, 2.104], [0.246, -0.133, 0.642]],
  "orbital_gap_ev": [8.01, 8.00],
  "e_above_lowest_ev": 5.9435,
  "total_energy_ha": -992.60658,
  "homo_energy_ev": [-14.178, -14.178],
  "charge": 1
}

---

(3)
{
  "formula": "C8H16NO3S",
  "method": "the ωB97M-V functional and the def2-TZVPD basis",
  "elements": ["O", "S", "O", "O", "C", "C", "C", "C", "C", "C", "N", "C", "C", "H", "H", "H", "H", "H", "H", "H", "H", "H", "H", "H", "H", "H", "H", "H", "H"],
  "xyz": [[3.078, 1.320, 1.493], [3.417, 0.782, 0.210], [4.684, 0.209, -0.067], [3.240, 1.948, -0.865], [2.145, -0.413, -0.261], [1.232, -0.778, 0.906], [-0.011, -1.603, 0.525], [-0.657, -1.362, -0.844], [-1.364, 0.014, -1.110], [-2.801, -0.235, -0.819], [-3.153, 0.242, 0.315], [-2.087, 1.019, 0.992], [-1.107, 1.213, -0.168], [2.508, 2.532, -0.610], [1.628, 0.011, -1.122], [2.724, -1.272, -0.604], [1.817, -1.367, 1.614], [0.959, 0.121, 1.458], [0.264, -2.660, 0.535], [-0.760, -1.506, 1.316], [-1.400, -2.157, -0.979], [0.068, -1.530, -1.640], [-1.189, 0.294, -2.148], [-3.478, -0.814, -1.437], [-4.072, 0.103, 0.721], [-1.687, 0.452, 1.831], [-2.506, 1.959, 1.343], [-0.076, 1.366, 0.126], [-1.417, 2.111, -0.709]],
  "forces_ev_per_a": [[-0.078, 0.007, -0.060], [-0.017, 0.004, 0.063], [0.026, 0.010, 0.065], [-0.267, -0.073, -0.131], [0.191, -0.038, 0.033], [0.001, 0.013, 0.042], [0.047, -0.106, -0.041], [0.046, 0.015, 0.002], [0.076, -0.021, 0.237], [0.110, -0.002, -0.116], [-0.033, -0.045, 0.017], [0.141, 0.257, -0.178], [-0.063, 0.149, -0.261], [0.272, 0.035, 0.095], [-0.037, 0.013, 0.039], [-0.122, 0.004, -0.096], [-0.051, 0.056, 0.052], [-0.012, 0.044, -0.069], [-0.013, 0.017, -0.057], [0.030, -0.015, 0.019], [0.043, 0.012, -0.074], [0.016, 0.080, 0.033], [-0.196, -0.062, -0.023], [-0.055, -0.016, 0.118], [-0.008, -0.031, -0.009], [-0.100, -0.038, 0.012], [0.000, -0.072, 0.117], [-0.007, -0.193, 0.159], [0.063, -0.004, 0.014]],
  "orbital_gap_ev": 9.45,
  "e_above_lowest_ev": 0.0671,
  "smiles": "O=S(=O)(O)CCCC[C@H]1C=[NH+]CC1",
  "total_energy_ha": -992.82253,
  "homo_energy_ev": -14.062,
  "charge": 1
}

---

(4)
{
  "formula": "C8H16O16S4",
  "method": "the ωB97M-V functional and the def2-TZVPD basis",
  "elements": ["C", "C", "O", "S", "O", "O", "O", "H", "H", "H", "H", "C", "C", "O", "S", "O", "O", "O", "H", "H", "H", "H", "C", "C", "O", "S", "O", "O", "O", "H", "H", "H", "H", "C", "C", "O", "S", "O", "O", "O", "H", "H", "H", "H"],
  "xyz": [[24.418, -22.996, 5.915], [24.466, -21.488, 5.858], [23.268, -21.177, 5.137], [22.112, -22.102, 5.721], [21.337, -22.604, 4.660], [21.486, -21.459, 6.814], [23.066, -23.271, 6.255], [25.108, -23.440, 6.628], [24.648, -23.381, 4.917], [25.389, -21.054, 5.486], [24.359, -21.062, 6.866], [21.260, -32.449, 7.494], [20.842, -33.636, 6.593], [21.636, -34.736, 6.997], [23.049, -34.207, 7.494], [23.863, -33.956, 6.359], [23.526, -35.016, 8.530], [22.514, -32.841, 8.082], [20.538, -32.205, 8.267], [21.461, -31.559, 6.899], [21.010, -33.356, 5.553], [19.794, -33.864, 6.763], [15.573, -32.310, 5.670], [16.658, -33.235, 5.104], [17.761, -32.411, 4.753], [17.722, -31.039, 5.574], [18.189, -29.986, 4.762], [18.337, -31.261, 6.836], [16.154, -30.975, 5.664], [15.299, -32.505, 6.705], [14.656, -32.201, 5.098], [16.326, -33.813, 4.247], [16.975, -33.929, 5.885], [20.485, -26.127, 5.997], [19.979, -26.860, 4.730], [21.064, -27.683, 4.286], [22.142, -27.903, 5.428], [23.435, -27.754, 4.915], [21.788, -29.065, 6.150], [21.788, -26.614, 6.290], [19.756, -26.217, 6.800], [20.593, -25.062, 5.790], [19.811, -26.118, 3.955], [19.107, -27.465, 4.960]],
  "forces_ev_per_a": [[0.903, 0.232, -0.684], [0.170, 0.126, 1.641], [0.161, 0.207, -0.471], [0.416, -0.047, 0.299], [-0.484, -0.210, -0.757], [-0.018, 0.031, 0.352], [-0.369, -0.006, 0.222], [-0.262, -0.020, 0.235], [-0.170, -0.219, 0.107], [-0.344, -0.019, -0.885], [-0.045, -0.163, -0.047], [0.352, 0.284, -0.597], [-0.425, 1.059, 0.140], [-0.116, -0.452, 0.137], [-0.214, 0.815, -0.955], [0.117, 0.140, -0.238], [0.259, -0.807, 1.025], [-0.076, -0.078, 0.433], [0.152, -0.201, 0.198], [-0.192, 0.022, 0.037], [0.067, -0.383, -0.079], [0.042, -0.272, -0.119], [-0.271, 1.105, 0.413], [-0.156, -0.570, 0.733], [0.108, 0.262, -0.408], [0.420, -0.452, -0.250], [-0.041, 0.298, -0.307], [-0.299, -0.164, 0.342], [-0.125, -0.013, 0.097], [0.136, -0.376, -0.030], [0.129, -0.269, -0.269], [0.134, 0.216, -0.217], [0.030, -0.043, -0.089], [-0.544, 0.840, -0.501], [0.339, 0.359, 0.369], [0.217, 0.177, -0.096], [-1.148, 0.119, 0.321], [1.113, 0.166, -0.563], [-0.134, -0.643, 0.474], [-0.070, -0.227, 0.080], [0.443, -0.402, 0.340], [0.089, -0.039, 0.015], [-0.293, -0.252, -0.171], [-0.001, -0.133, -0.276]],
  "orbital_gap_ev": 10.88,
  "e_above_lowest_ev": 0.1367,
  "total_energy_ha": -3110.91813,
  "homo_energy_ev": -10.712
}

---

(5)
{
  "formula": "C8H16O2Si",
  "method": "the ωB97M-V functional and the def2-TZVPD basis",
  "elements": ["C", "Si", "C", "C", "C", "C", "C", "C", "O", "C", "O", "H", "H", "H", "H", "H", "H", "H", "H", "H", "H", "H", "H", "H", "H", "H", "H"],
  "xyz": [[-2.185, -1.688, -0.309], [-1.073, -0.125, 0.057], [-1.655, 1.486, -0.877], [-1.209, 0.273, 1.911], [0.460, -0.537, -1.003], [1.384, -0.452, -1.930], [2.037, -0.107, -0.692], [2.831, -1.029, 0.161], [2.070, -2.022, 0.839], [2.193, 1.429, -0.493], [1.382, 1.934, 0.677], [-1.617, -2.404, 0.249], [-3.178, -1.717, 0.132], [-2.360, -2.079, -1.241], [-1.209, 2.361, -0.400], [-1.142, 1.395, -1.784], [-2.729, 1.731, -0.939], [-2.133, 0.883, 1.994], [-1.561, -0.593, 2.519], [-0.402, 0.680, 2.591], [1.501, -0.552, -3.061], [3.581, -0.564, 0.862], [3.393, -1.605, -0.508], [1.322, -1.507, 1.229], [1.901, 1.899, -1.412], [3.212, 1.739, -0.145], [1.816, 2.032, 1.573]],
  "forces_ev_per_a": [[0.411, 1.796, 2.798], [-1.689, 0.367, -1.946], [-0.139, -0.266, 2.183], [-0.028, -0.945, 1.621], [1.809, 1.228, 1.132], [-1.227, -1.275, -2.101], [-1.534, 2.650, 0.743], [0.798, -0.587, 0.765], [-1.220, 1.233, 0.737], [1.153, -0.822, 3.463], [-0.228, -0.150, -0.239], [0.350, -0.949, 0.330], [-0.131, 0.482, 0.498], [0.286, -0.465, -2.681], [0.176, -0.081, 0.238], [0.140, 0.042, -1.860], [0.405, -0.598, -0.248], [0.721, 0.276, -0.309], [0.386, -0.072, -0.656], [-0.726, -0.009, -1.359], [0.022, 0.097, 1.814], [-0.970, 0.120, -0.579], [1.328, -0.961, -0.943], [0.715, -0.888, -0.192], [-0.393, 0.738, 0.004], [-0.396, -0.484, -1.098], [-0.017, -0.480, -2.112]],
  "orbital_gap_ev": 9.74,
  "e_above_lowest_ev": 4.5340,
  "smiles": "C[Si](C)(C)C1=CC1(CO)CO",
  "total_energy_ha": -754.25609,
  "homo_energy_ev": -9.105
}

---

(6)
{
  "formula": "C8H16O2Si",
  "method": "the ωB97M-V functional and the def2-TZVPD basis",
  "elements": ["C", "C", "O", "Si", "O", "C", "C", "C", "C", "C", "C", "H", "H", "H", "H", "H", "H", "H", "H", "H", "H", "H", "H", "H", "H", "H", "H"],
  "xyz": [[1.383, -2.109, 2.130], [0.804, -0.918, 2.796], [-0.289, -0.363, 2.073], [-0.230, 0.056, 0.466], [-0.787, -1.163, -0.616], [-0.940, -0.736, -1.938], [-2.339, -0.356, -2.339], [-0.879, 1.815, 0.338], [0.008, 2.385, -0.788], [1.213, 1.808, -0.922], [1.515, 0.603, -0.112], [0.647, -2.980, 2.290], [1.664, -1.995, 1.053], [2.259, -2.481, 2.644], [1.520, -0.096, 3.098], [0.309, -1.241, 3.746], [-0.587, -1.597, -2.574], [-0.237, 0.045, -2.233], [-2.947, -1.224, -2.599], [-2.374, 0.310, -3.208], [-2.868, 0.210, -1.594], [-1.878, 1.704, 0.062], [-0.749, 2.284, 1.217], [-0.246, 3.189, -1.420], [1.850, 2.070, -1.766], [2.246, -0.163, -0.662], [1.932, 0.943, 0.858]],
  "forces_ev_per_a": [[-0.417, -2.242, -0.430], [-0.805, 1.019, 1.660], [-0.028, 0.006, -1.214], [1.134, -0.618, -0.434], [0.040, 1.550, 2.326], [0.950, -1.177, -2.045], [-0.649, 0.088, -0.632], [1.007, -2.061, -3.980], [0.750, -1.173, 1.363], [-0.841, 0.042, -1.126], [1.262, -1.756, 0.035], [0.872, 1.274, -0.838], [-0.466, 0.011, 0.863], [0.470, 0.216, 0.215], [-0.455, -0.852, -0.647], [0.709, 0.172, -0.463], [-0.519, 0.596, 0.445], [0.017, 0.341, 0.403], [0.006, -0.035, 0.206], [0.389, -0.212, -0.110], [-0.124, 0.110, 0.709], [-1.957, 0.626, -0.348], [0.230, 1.680, 3.172], [-0.612, 0.890, -0.467], [0.108, 0.207, 0.323], [-1.543, 1.682, 1.405], [0.473, -0.385, -0.393]],
  "orbital_gap_ev": 9.89,
  "e_above_lowest_ev": 0.0000,
  "smiles": "CCO[Si]1(OCC)CC=CC1",
  "total_energy_ha": -754.42271,
  "homo_energy_ev": -8.882
}

---

Question: Number 3 is which compound?
Answer: C8H16NO3S